A structure of composition C57H67O3P2Sr. Source: the OMol25 dataset; level of theory: ωB97M-V/def2-TZVPD.

Calculated values
HOMO   -8.35 eV
Charge   +1
Frontier orbital gap   0.1759 Ha
Energy relative to the best compared isomer or geometry (same formula, charge and spin)   1527.51 kJ/mol

Last column: Mulliken charge in e.
CARTESIAN COORDINATES (ANGSTROEM)
Sr -0.3730 -0.8493 0.6138  3.53
C 0.5213 1.8433 2.1502  -0.01
C 1.9432 2.2655 2.1626  -0.56
C 2.0436 3.4907 1.5237  0.24
C 0.7018 3.9405 1.2362  -1.00
C -0.2015 3.0050 1.6361  -0.49
C -1.7268 3.0666 1.6036  2.47
C -2.2607 4.4529 1.9630  -1.95
C -2.3064 2.0081 2.5557  -2.24
C -2.1370 2.6569 0.1760  -1.30
C 3.2555 4.2604 0.9901  2.21
C 2.8330 5.2463 -0.1126  -1.98
C 3.9350 5.0970 2.0825  -1.82
C 4.2189 3.2678 0.3124  -1.30
C 2.8886 1.4103 3.0401  2.77
C 3.2457 0.1435 2.2458  -1.06
C 2.1305 0.9070 4.2908  -1.82
C 4.1580 2.0810 3.5662  -2.42
H 0.1369 1.4890 3.0985  0.62
H 0.4713 4.9162 0.8376  0.32
H -1.8402 4.7749 2.9139  0.37
H -3.3484 4.4366 2.0510  0.46
H -1.9865 5.1818 1.2019  0.34
H -1.9962 2.2225 3.5768  0.41
H -1.9165 1.0334 2.2294  0.37
H -3.3951 2.0579 2.5192  0.52
H -1.7774 3.4014 -0.5305  0.26
H -3.2255 2.5982 0.0951  0.66
H -1.6555 1.6821 0.0178  -0.21
H 2.2017 6.0394 0.2825  0.39
H 2.3031 4.7409 -0.9184  0.32
H 3.7242 5.7183 -0.5291  0.48
H 3.2583 5.8943 2.3886  0.39
H 4.8537 5.5480 1.7028  0.51
H 4.1695 4.5090 2.9620  0.13
H 3.6417 2.5973 -0.3244  0.00
H 4.7635 2.6609 1.0274  0.15
H 4.9485 3.8081 -0.2936  0.56
H 2.2874 -0.2499 1.8735  -0.43
H 3.7572 -0.5570 2.9111  0.64
H 3.9228 0.4166 1.4388  0.50
H 1.4373 0.1259 3.9805  0.01
H 1.6090 1.7345 4.7669  0.36
H 2.8546 0.5109 5.0032  0.62
H 4.7823 2.4922 2.7836  0.35
H 4.7570 1.3467 4.1075  0.51
H 3.8892 2.8806 4.2541  0.44
C 2.9751 -2.1989 -0.2785  -0.43
O 2.3163 -1.3412 -1.2044  -0.15
C 2.8460 0.0029 -1.1660  0.52
C 2.4773 0.7181 -2.4594  -1.34
O 1.1649 1.2245 -2.5050  -0.41
C 0.9009 2.2534 -1.5485  -0.42
H 3.7605 -2.7807 -0.7660  0.28
H 2.2410 -2.8911 0.1193  -0.43
H 3.3670 -1.6381 0.5667  0.33
H 3.9349 -0.0665 -1.1148  0.66
H 2.3744 0.5015 -0.3072  -0.49
H 2.5636 0.0167 -3.2918  0.50
H 3.1928 1.5362 -2.6161  0.45
H 1.7241 2.9676 -1.5431  0.52
H 0.7176 1.8126 -0.5491  -0.34
H 0.0071 2.7501 -1.9148  0.19
O 0.3683 -5.7935 -0.7957  -0.39
C 0.9248 -5.0766 0.2493  0.78
C 2.2634 -5.4199 0.4539  -1.00
C 2.9528 -5.0300 1.5817  -0.72
C 2.2958 -4.3146 2.5675  -1.19
C 0.9722 -3.9637 2.3702  -1.51
C 0.2187 -4.3610 1.2512  0.19
P -1.0946 -3.1336 0.8776  0.90
C -1.7068 -2.5330 2.5844  2.07
C -2.9621 -2.9643 3.0408  -1.39
C -3.4933 -2.5453 4.2485  -1.22
C -2.8052 -1.6453 5.0376  -0.91
C -1.5798 -1.1769 4.6004  -0.89
C -1.0283 -1.6208 3.4061  0.16
C -2.5868 -4.2045 0.6888  0.85
C -3.8755 -3.8259 0.3043  -0.12
C -4.9076 -4.7464 0.2903  -0.85
C -4.6838 -6.0508 0.6927  -0.95
C -3.4284 -6.4310 1.1250  -1.05
C -2.3887 -5.5146 1.1347  -0.22
C -0.7867 -5.3596 -1.3801  0.82
C -1.5399 -6.3111 -2.0533  -0.63
C -2.6725 -5.9446 -2.7370  -1.05
C -3.0677 -4.6138 -2.7375  -0.78
C -2.3306 -3.6830 -2.0460  0.36
C -1.1628 -4.0228 -1.3307  0.06
P 0.0965 -2.6856 -0.9206  0.56
C -1.1841 -1.4596 -1.1538  -1.58
C -2.2077 -1.3797 -0.2199  0.99
C -3.3399 -0.6536 -0.4733  -1.18
C -3.4683 -0.0556 -1.7313  -1.93
C -2.3776 0.0071 -2.5816  -2.00
C -1.1852 -0.6394 -2.2451  -0.76
C 0.5586 -2.9764 -2.7306  2.35
C 1.6893 -3.7918 -2.7855  -0.28
C 2.0532 -4.4365 -3.9586  -1.19
C 1.2619 -4.3041 -5.0826  -0.81
C 0.1014 -3.5444 -5.0298  -0.97
C -0.2558 -2.8959 -3.8635  -0.31
H 2.7285 -6.0031 -0.3302  0.47
H 3.9943 -5.2994 1.6880  0.45
H 2.7949 -4.0139 3.4776  0.50
H 0.4580 -3.4118 3.1378  0.93
H -3.5544 -3.6571 2.4797  0.39
H -4.4504 -2.9459 4.5534  0.54
H -3.2192 -1.3267 5.9834  0.47
H -1.0063 -0.4801 5.1972  0.62
H -0.0252 -1.2620 3.1558  0.32
H -4.0786 -2.8165 0.0241  -0.09
H -5.8908 -4.4204 -0.0228  0.52
H -5.4973 -6.7635 0.6918  0.41
H -3.2513 -7.4395 1.4746  0.49
H -1.4085 -5.7982 1.4948  0.62
H -1.1769 -7.3302 -2.0384  0.57
H -3.2455 -6.6847 -3.2787  0.46
H -3.9498 -4.2862 -3.2713  0.56
H -2.7207 -2.6879 -2.0675  -0.04
H -2.0482 -1.7585 0.8128  0.69
H -4.1049 -0.6181 0.2915  0.74
H -4.4143 0.3839 -2.0120  0.46
H -2.4511 0.5183 -3.5308  0.59
H -0.2920 -0.5999 -2.8452  1.70
H 2.2770 -3.9286 -1.8895  -0.03
H 2.9503 -5.0415 -3.9803  0.51
H 1.5302 -4.8154 -5.9970  0.43
H -0.5423 -3.4711 -5.8964  0.49
H -1.1932 -2.3621 -3.8223  0.28

Forces on the atoms, in the same order (eV/Å):
Sr 10.7 11.6 10.0
C 0.5 1.1 -0.1
C -0.6 -0.7 0.7
C -0.1 0.1 -0.3
C 0.2 0.1 0.0
C -0.4 -0.8 0.5
C 0.5 -0.3 -0.3
C 0.1 -0.2 -0.1
C 0.1 0.7 -0.3
C -0.2 0.4 0.8
C -0.1 -0.2 0.0
C 0.1 0.0 0.2
C 0.0 -0.1 -0.1
C 0.0 0.3 0.2
C -0.3 -0.1 -0.5
C 0.2 0.6 0.6
C 0.4 0.4 -0.3
C -0.2 -0.1 -0.1
H -0.2 -0.5 -0.1
H -0.1 0.0 -0.2
H 0.0 0.1 0.1
H -0.1 0.0 0.0
H 0.0 0.1 0.0
H 0.1 -0.2 0.1
H -0.3 -0.1 0.4
H -0.1 -0.3 -0.1
H 0.1 -0.2 -0.2
H -0.1 -0.2 -0.2
H -0.2 0.1 -0.5
H -0.1 0.0 0.0
H 0.0 0.1 0.0
H 0.0 0.0 0.0
H 0.0 0.1 0.0
H 0.1 0.1 0.0
H 0.1 0.0 0.0
H 0.1 0.0 -0.1
H 0.0 -0.1 -0.1
H 0.1 0.0 0.0
H 0.4 -0.2 -0.1
H -0.1 -0.3 -0.1
H -0.1 -0.2 -0.3
H -0.2 0.0 0.3
H -0.2 -0.1 0.1
H -0.1 -0.2 0.0
H 0.0 0.0 0.1
H 0.0 0.0 0.1
H 0.1 0.1 0.1
C 0.2 0.2 0.1
O 0.1 0.4 0.4
C -0.6 -0.2 -0.6
C 0.2 0.1 0.1
O -0.2 -0.3 0.0
C -0.1 -0.5 -0.3
H 0.1 0.2 0.0
H 0.2 -0.1 0.0
H 0.2 0.0 -0.1
H 0.0 0.2 0.3
H 0.7 0.2 0.0
H 0.1 0.0 0.0
H 0.0 0.0 0.0
H 0.0 -0.1 0.3
H 0.2 0.6 -0.2
H -0.1 0.1 0.2
O -0.1 0.6 0.3
C 0.0 -1.4 0.9
C -0.3 0.0 -0.4
C 0.1 -0.1 0.0
C -0.1 0.1 0.1
C -0.1 -0.4 0.0
C 0.9 1.0 -0.2
P -2.1 -9.0 5.4
C -0.1 0.1 0.4
C -0.1 0.1 0.4
C 0.1 0.0 -0.1
C 0.0 0.1 0.0
C 0.5 0.2 0.1
C 0.1 0.0 -0.2
C -0.4 -0.7 0.4
C 0.3 -0.4 0.1
C 0.0 0.3 0.1
C -0.3 -0.2 0.1
C 0.1 0.0 0.1
C -0.2 0.3 -0.1
C 0.0 0.5 0.0
C 0.4 -0.3 0.1
C -0.1 -0.1 -0.1
C 0.1 0.1 0.1
C -0.1 -0.7 -0.2
C 0.1 -0.7 -1.3
P 1.2 -2.9 -6.7
C -2.4 -0.3 -5.3
C -5.7 0.7 -2.4
C 0.2 -0.3 0.0
C 0.0 0.2 -0.4
C -0.6 0.3 0.1
C -0.3 -0.1 -0.1
C 0.7 -0.3 0.2
C 0.0 0.4 -0.2
C 0.1 0.0 0.1
C 0.1 -0.2 -0.2
C -0.1 0.1 0.0
C 0.4 0.1 0.0
H 0.1 -0.1 0.1
H 0.0 0.0 0.0
H 0.1 0.0 0.0
H 0.1 0.1 0.1
H 0.0 0.0 0.2
H 0.0 0.0 0.1
H 0.1 0.1 0.0
H 0.0 0.0 0.0
H -0.1 0.0 0.2
H -0.2 0.2 -0.2
H 0.0 -0.1 0.0
H 0.0 0.0 0.0
H 0.0 0.0 0.0
H -0.2 -0.2 0.0
H -0.1 -0.1 0.0
H 0.0 0.0 0.0
H 0.0 -0.1 0.0
H 0.0 0.2 -0.1
H -3.1 0.9 -0.8
H -0.1 0.2 -0.1
H 0.0 0.2 0.0
H 0.0 0.1 0.0
H -0.1 0.2 -0.3
H 0.2 0.0 -0.1
H 0.0 0.0 0.0
H 0.0 0.0 0.0
H 0.0 0.0 0.0
H 0.0 0.0 -0.2